1.
Here is a cluster of 3 separate species, C6H12ClF2N2O2 in total at a distorted geometry from OMol25. Energies are from ωB97M-V/def2-TZVPD.

Cartesian coordinates (Å):
C (3.500, 3.103, -0.202)
C (-0.512, -0.091, -0.917)
C (-0.470, -1.612, -0.891)
C (-0.347, 0.473, 0.491)
C (0.929, -2.093, -0.792)
C (3.569, -0.559, 0.614)
N (-0.153, 1.946, 0.540)
N (1.639, -2.437, 0.187)
O (4.524, 3.551, -0.411)
O (2.432, 2.715, -0.004)
F (4.681, -0.243, 1.182)
F (2.617, 0.083, 1.332)
Cl (3.352, 0.104, -1.072)
H (-1.396, 0.461, -1.288)
H (0.352, 0.293, -1.468)
H (-0.917, -1.921, -1.934)
H (-1.227, -1.912, -0.096)
H (0.661, 0.174, 0.961)
H (-1.190, 0.206, 1.069)
H (1.455, -2.114, -1.641)
H (-0.896, 2.280, -0.079)
H (0.843, 2.225, 0.281)
H (-0.531, 2.455, 1.444)
H (1.108, -2.451, 1.077)
H (3.542, -1.671, 0.662)

- max |F| (Eh/bohr) = 0.08071
- HOMO (eV) = -13.562
- ΔE to the lowest compared entry with this formula, charge and spin (eV) = 2.037
- total charge = +1
- gap between HOMO and LUMO (eV) = 10.13

Mulliken atomic charge list, values in e, 2 entries: C 0.6646; C -0.5934

=====

2.
Here is a structure of composition C6H19N2OSi at a distorted geometry from OMol25. Energies are from ωB97M-V/def2-TZVPD.

Cartesian coordinates (Å):
C (1.162, 2.108, 2.242)
C (1.362, -2.177, 1.618)
C (-1.400, -2.271, 0.659)
C (-0.817, 1.435, -2.623)
C (0.354, 1.613, -1.673)
C (-0.096, 0.585, 0.540)
N (-0.727, -0.052, -2.969)
N (0.379, 0.477, -0.801)
O (1.467, 1.040, 1.349)
Si (-0.268, -1.118, 1.683)
H (0.194, 2.030, 2.936)
H (0.820, 3.081, 1.792)
H (1.855, 2.316, 3.050)
H (1.102, -3.219, 1.612)
H (1.969, -2.128, 0.800)
H (1.893, -2.048, 2.463)
H (-0.898, -2.653, -0.282)
H (-1.506, -3.164, 1.258)
H (-2.339, -1.979, 0.314)
H (-1.687, 1.623, -1.971)
H (-0.688, 2.014, -3.448)
H (0.268, 2.454, -1.105)
H (1.297, 1.628, -2.275)
H (-0.763, 1.389, 0.840)
H (-1.549, -0.608, -2.977)
H (-0.146, -0.185, -3.720)
H (1.333, 0.119, -0.655)
H (-0.230, -0.271, -1.683)
H (-0.794, -0.823, 2.937)

- max |F| (Eh/bohr) = 0.09895
- HOMO (eV) = -12.900
- ΔE to the lowest compared entry with this formula, charge and spin (eV) = 2.217
- total charge = +1
- gap between HOMO and LUMO (eV) = 10.07

Mulliken atomic charge list, values in e, 2 entries: C -0.7149; C -1.2765

=====

3.
Here is an isolated molecule of C16H19N3O4S2 from OMol25. Energies are from ωB97M-V/def2-TZVPD.

Cartesian coordinates (Å):
C (4.757, 4.043, -0.289)
O (3.474, 3.467, -0.256)
C (3.370, 2.132, -0.026)
C (4.432, 1.266, 0.165)
C (4.216, -0.088, 0.383)
C (2.928, -0.591, 0.413)
N (2.725, -1.959, 0.663)
C (1.783, -2.776, 0.128)
S (1.481, -4.242, 0.831)
N (1.187, -2.376, -1.018)
C (-0.080, -2.906, -1.469)
C (-1.182, -1.973, -1.037)
C (-1.484, -1.867, 0.320)
C (-2.382, -0.913, 0.762)
C (-2.979, -0.073, -0.158)
S (-4.068, 1.226, 0.418)
N (-5.596, 0.563, 0.379)
O (-3.766, 1.496, 1.789)
O (-4.051, 2.287, -0.541)
C (-2.716, -0.179, -1.509)
C (-1.810, -1.131, -1.948)
C (1.842, 0.277, 0.252)
C (2.048, 1.627, 0.030)
O (1.067, 2.548, -0.136)
C (-0.276, 2.133, -0.060)
H (4.596, 5.103, -0.474)
H (5.280, 3.917, 0.664)
H (5.367, 3.623, -1.096)
H (5.445, 1.631, 0.146)
H (5.056, -0.749, 0.529)
H (3.331, -2.396, 1.342)
H (1.443, -1.463, -1.369)
H (-0.056, -3.011, -2.556)
H (-0.193, -3.891, -1.008)
H (-0.996, -2.525, 1.023)
H (-2.609, -0.786, 1.808)
H (-5.940, 0.357, -0.542)
H (-5.747, -0.177, 1.043)
H (-3.193, 0.508, -2.189)
H (-1.579, -1.212, -3.000)
H (0.838, -0.107, 0.346)
H (-0.515, 1.398, -0.836)
H (-0.876, 3.026, -0.221)
H (-0.519, 1.715, 0.922)

- max |F| (Eh/bohr) = 0.01764
- SMILES = COc1ccc(NC(=S)NCc2ccc(S(N)(=O)=O)cc2)cc1OC
- HOMO (eV) = -7.930
- ΔE to the lowest compared entry with this formula, charge and spin (eV) = 2.934
- gap between HOMO and LUMO (eV) = 8.19

Mulliken atomic charge list, values in e, 2 entries: C -0.9782; O -0.4172

=====

4.
Here is an isolated molecule of C6H11NO at a distorted geometry from OMol25. Energies are from ωB97M-V/def2-TZVPD.

Cartesian coordinates (Å):
C (-0.498, 1.638, -1.440)
N (0.150, 0.620, -0.568)
C (0.577, -0.631, -1.133)
C (0.400, -1.705, 0.085)
C (-0.713, -1.111, 0.937)
C (-0.421, 0.350, 0.800)
C (0.785, 0.858, 1.637)
O (1.071, 0.340, 2.725)
H (-0.523, 1.413, -2.458)
H (0.022, 2.635, -1.141)
H (-1.612, 1.514, -1.400)
H (1.600, -0.372, -1.431)
H (-0.111, -1.064, -1.888)
H (1.272, -1.764, 0.623)
H (0.017, -2.628, -0.282)
H (-0.651, -1.489, 1.972)
H (-1.686, -1.318, 0.367)
H (-1.160, 1.080, 1.299)
H (1.479, 1.634, 1.297)

- max |F| (Eh/bohr) = 0.08320
- SMILES = CN1CCC[C@H]1C=O
- HOMO (eV) = -8.377
- ΔE to the lowest compared entry with this formula, charge and spin (eV) = 3.029
- gap between HOMO and LUMO (eV) = 9.24

Mulliken atomic charge list, values in e, 2 entries: C -1.1161; N 0.0937

=====

5.
Here is an isolated molecule of C16H14FN3O2S2 from OMol25. Energies are from ωB97M-V/def2-TZVPD.

Cartesian coordinates (Å):
C (3.693, 3.460, 0.157)
C (2.715, 2.523, -0.452)
C (2.913, 1.647, -1.468)
C (1.746, 0.913, -1.801)
C (1.584, -0.095, -2.815)
O (2.431, -0.515, -3.573)
N (0.261, -0.611, -2.871)
C (-0.026, -1.630, -3.855)
C (-0.711, -0.164, -2.043)
S (-2.315, -0.863, -2.206)
C (-3.210, 0.231, -1.070)
C (-2.612, 0.329, 0.334)
O (-2.667, 1.361, 0.953)
N (-2.145, -0.861, 0.799)
C (-1.514, -1.133, 2.013)
C (-1.180, -2.459, 2.291)
C (-0.559, -2.790, 3.480)
C (-0.255, -1.811, 4.410)
C (-0.586, -0.502, 4.112)
F (-0.288, 0.462, 5.006)
C (-1.210, -0.137, 2.934)
N (-0.565, 0.732, -1.124)
C (0.663, 1.267, -1.007)
S (1.068, 2.480, 0.147)
H (3.794, 3.269, 1.224)
H (4.664, 3.344, -0.318)
H (3.361, 4.491, 0.035)
H (3.849, 1.512, -1.979)
H (-0.809, -1.292, -4.535)
H (0.895, -1.810, -4.408)
H (-0.351, -2.550, -3.366)
H (-3.244, 1.231, -1.501)
H (-4.222, -0.174, -1.013)
H (-2.218, -1.653, 0.172)
H (-1.413, -3.230, 1.571)
H (-0.311, -3.820, 3.685)
H (0.227, -2.047, 5.345)
H (-1.454, 0.893, 2.740)

- max |F| (Eh/bohr) = 0.01712
- SMILES = Cc1cc2c(=O)n(C)c(SCC(=O)Nc3cccc(F)c3)nc2s1
- HOMO (eV) = -8.195
- gap between HOMO and LUMO (eV) = 8.49

Mulliken atomic charge list, values in e, 2 entries: C -1.2365; C 1.0040

=====

6.
Here is a structure of composition C6H4N2S4 at a distorted geometry from OMol25. Energies are from ωB97M-V/def2-TZVPD.

Cartesian coordinates (Å):
N (0.205, 2.476, 3.798)
N (2.762, -2.456, -0.991)
S (1.056, 2.645, 2.301)
S (1.275, -2.393, -0.138)
S (-0.263, 2.017, -0.451)
S (-0.739, -0.108, -0.498)
C (-0.957, 1.999, 3.493)
C (2.927, -1.323, -1.695)
C (-0.272, 2.196, 1.319)
C (0.774, -0.876, -0.822)
C (-1.338, 1.833, 2.142)
C (1.676, -0.405, -1.651)
H (-1.711, 1.725, 4.155)
H (3.881, -1.085, -2.281)
H (-2.462, 1.690, 1.943)
H (1.653, 0.532, -2.158)

- max |F| (Eh/bohr) = 0.10038
- HOMO (eV) = -9.203
- ΔE to the lowest compared entry with this formula, charge and spin (eV) = 0.869
- gap between HOMO and LUMO (eV) = 8.36

Mulliken atomic charge list, values in e, 2 entries: N -0.5201; N -0.4402

=====

7.
Here is a cluster of 2 separate species, C17H23N2S2 in total at a distorted geometry from OMol25. Energies are from ωB97M-V/def2-TZVPD.

Cartesian coordinates (Å):
C (1.287, -2.862, -0.333)
C (1.295, -1.441, 0.223)
N (0.072, -0.718, 0.021)
C (-1.019, -1.432, -0.033)
C (-2.435, -0.862, -0.156)
C (-3.327, -2.097, 0.003)
C (-2.419, -3.328, 0.072)
N (-1.088, -2.777, -0.009)
C (0.056, -3.617, 0.107)
H (1.342, -2.823, -1.420)
H (2.175, -3.363, 0.048)
H (1.511, -1.499, 1.317)
H (2.093, -0.857, -0.250)
H (-2.616, -0.114, 0.632)
H (-2.556, -0.376, -1.147)
H (-3.916, -2.036, 0.924)
H (-4.013, -2.207, -0.838)
H (-2.557, -3.892, 1.003)
H (-2.624, -4.027, -0.746)
H (-0.083, -4.508, -0.505)
H (0.187, -3.961, 1.142)
C (4.575, 1.170, 0.395)
C (4.032, 1.369, -0.876)
C (2.662, 1.667, -1.040)
C (1.797, 1.646, 0.096)
C (0.343, 1.355, -0.039)
S (-0.582, 1.662, 1.395)
C (-2.006, 2.717, 0.978)
C (-1.871, 3.548, -0.291)
C (-1.743, 2.680, -1.537)
S (-0.298, 1.576, -1.620)
C (2.412, 1.732, 1.368)
C (3.774, 1.426, 1.516)
H (5.601, 0.765, 0.519)
H (4.655, 1.197, -1.764)
H (2.255, 1.793, -2.052)
H (-2.907, 2.086, 0.971)
H (-2.054, 3.400, 1.839)
H (-2.753, 4.203, -0.401)
H (-1.001, 4.209, -0.204)
H (-2.634, 2.055, -1.694)
H (-1.606, 3.339, -2.407)
H (1.796, 1.907, 2.270)
H (4.191, 1.295, 2.523)

- max |F| (Eh/bohr) = 0.02592
- HOMO (eV) = -11.687
- ΔE to the lowest compared entry with this formula, charge and spin (eV) = 0.668
- total charge = +1
- gap between HOMO and LUMO (eV) = 7.70

Mulliken atomic charge list, values in e, 2 entries: C -0.8067; C -0.4558

=====

8.
Here is a structure of composition C2H2S at a distorted geometry from OMol25. Energies are from ωB97M-V/def2-TZVPD.

Cartesian coordinates (Å):
C (0.227, -1.061, 0.287)
C (-0.268, 0.872, 0.444)
S (1.108, 0.314, -0.178)
H (-0.219, -1.706, -0.565)
H (-0.848, 1.582, 0.012)

- max |F| (Eh/bohr) = 0.08717
- HOMO (spin up / spin down) (eV) = -8.654 / -8.280
- ΔE to the lowest compared entry with this formula, charge and spin (eV) = 5.257
- gap between HOMO and LUMO (spin up / spin down) (eV) = 8.08 / 7.21

Mulliken atomic charge list, values in e, 2 entries: C -0.3261; C -0.3275

=====

9.
Here is a structure of composition C28H37N5O2PPdS2 at a distorted geometry from OMol25. Energies are from ωB97M-V/def2-TZVPD.

Cartesian coordinates (Å):
Pd (-0.072, 1.378, 0.753)
C (0.536, 4.269, -0.222)
N (-0.137, 3.753, 0.966)
C (0.588, 4.164, 2.164)
C (-1.554, 4.152, 1.001)
C (-2.440, 3.165, 0.237)
N (-2.343, 1.805, 0.790)
C (-2.863, 1.750, 2.158)
C (-3.053, 0.846, -0.049)
H (0.629, 5.361, -0.170)
H (-0.020, 4.015, -1.126)
H (1.542, 3.847, -0.291)
H (0.649, 5.257, 2.226)
H (1.610, 3.781, 2.127)
H (0.089, 3.812, 3.068)
H (-1.681, 5.148, 0.564)
H (-1.879, 4.227, 2.039)
H (-2.139, 3.135, -0.816)
H (-3.482, 3.517, 0.283)
H (-3.823, 2.277, 2.226)
H (-2.176, 2.213, 2.868)
H (-3.041, 0.717, 2.453)
H (-4.121, 1.083, -0.100)
H (-2.956, -0.155, 0.372)
H (-2.650, 0.844, -1.063)
C (2.507, -0.053, -1.143)
P (0.980, 0.919, -1.412)
C (-0.098, -0.322, -2.174)
C (-0.210, -0.465, -3.557)
C (-0.842, -1.583, -4.068)
C (-1.365, -2.542, -3.213)
C (-1.298, -2.372, -1.836)
C (-0.678, -1.256, -1.313)
C (1.331, 2.105, -2.733)
C (2.629, 2.323, -3.198)
C (2.827, 3.068, -4.346)
C (1.749, 3.628, -5.021)
C (0.458, 3.455, -4.532)
C (0.251, 2.713, -3.388)
H (2.947, -0.292, -2.112)
H (2.234, -0.996, -0.664)
H (3.228, 0.491, -0.535)
H (0.218, 0.262, -4.230)
H (-0.898, -1.715, -5.139)
H (-1.824, -3.424, -3.627)
H (-1.725, -3.116, -1.182)
H (-0.611, -1.112, -0.233)
H (3.481, 1.903, -2.684)
H (3.830, 3.190, -4.725)
H (1.917, 4.210, -5.914)
H (-0.383, 3.894, -5.045)
H (-0.754, 2.573, -3.008)
N (-1.293, -7.145, 3.861)
C (-0.496, -6.308, 3.205)
C (-1.040, -5.313, 2.342)
C (-0.206, -4.454, 1.668)
C (1.175, -4.593, 1.794)
C (1.737, -5.522, 2.665)
C (0.919, -6.378, 3.359)
S (2.258, -3.589, 0.780)
O (3.446, -4.284, 0.478)
O (1.499, -2.951, -0.265)
N (2.651, -2.335, 1.825)
C (1.865, -1.379, 2.111)
S (2.613, 0.168, 2.752)
C (1.033, 0.796, 2.931)
C (0.067, -0.150, 2.522)
N (0.548, -1.305, 2.063)
H (-2.298, -7.100, 3.768)
H (-0.919, -7.859, 4.474)
H (-2.109, -5.263, 2.203)
H (-0.587, -3.713, 0.986)
H (2.812, -5.601, 2.730)
H (1.338, -7.133, 4.007)
H (0.863, 1.666, 3.546)
H (-0.991, -0.101, 2.765)

- max |F| (Eh/bohr) = 0.03408
- HOMO (spin up / spin down) (eV) = -16.250 / -16.598
- spin multiplicity = 5
- ΔE to the lowest compared entry with this formula, charge and spin (eV) = 1.925
- total charge = +3
- gap between HOMO and LUMO (spin up / spin down) (eV) = 8.53 / 5.34

Mulliken atomic charge list, values in e, 2 entries: Pd 0.1576; C -1.5376

=====

10.
Here is a cluster of 2 separate species, C2H8NO2 in total at a distorted geometry from OMol25. Energies are from ωB97M-V/def2-TZVPD.

Cartesian coordinates (Å):
C (0.178, -0.851, 0.245)
O (0.348, 0.009, 1.335)
C (0.450, -0.159, -1.102)
N (1.385, 0.957, -0.977)
H (-0.881, -1.226, 0.387)
H (0.853, -1.759, 0.207)
H (-0.444, 0.317, -1.578)
H (0.615, -0.813, -1.967)
H (2.309, 0.645, -1.396)
H (1.476, 1.026, 0.108)
H (-2.720, 0.119, 1.446)
H (-1.272, 0.745, 1.610)
O (-2.297, 0.991, 1.683)

- max |F| (Eh/bohr) = 0.05898
- HOMO (eV) = -3.249
- ΔE to the lowest compared entry with this formula, charge and spin (eV) = 0.810
- total charge = -1
- gap between HOMO and LUMO (eV) = 7.77

Mulliken atomic charge list, values in e, 2 entries: C -0.2763; O -0.9883

=====

11.
Here is an isolated molecule of C17H17NO4S from OMol25. Energies are from ωB97M-V/def2-TZVPD.

Cartesian coordinates (Å):
C (3.526, -3.571, -1.001)
C (2.554, -2.780, -0.181)
C (1.865, -3.351, 0.878)
C (0.952, -2.619, 1.617)
C (0.707, -1.289, 1.312)
N (-0.214, -0.483, 1.989)
C (-1.108, -0.848, 2.946)
O (-1.148, -1.932, 3.483)
C (-2.102, 0.252, 3.271)
S (-3.492, 0.173, 2.073)
C (-2.619, 0.673, 0.598)
C (-2.329, -0.262, -0.386)
C (-1.625, 0.127, -1.508)
C (-1.197, 1.441, -1.651)
C (-1.482, 2.378, -0.652)
C (-2.208, 1.988, 0.464)
O (-1.062, 3.679, -0.727)
C (-0.067, 3.895, -1.702)
C (-0.431, 3.173, -2.998)
O (-0.493, 1.780, -2.779)
C (1.407, -0.699, 0.249)
O (1.168, 0.625, -0.027)
C (2.310, -1.444, -0.485)
H (3.816, -4.482, -0.483)
H (4.420, -2.988, -1.213)
H (3.074, -3.850, -1.953)
H (2.041, -4.385, 1.134)
H (0.417, -3.074, 2.433)
H (-0.272, 0.452, 1.605)
H (-2.557, 0.061, 4.241)
H (-1.666, 1.249, 3.238)
H (-2.650, -1.284, -0.265)
H (-1.385, -0.578, -2.287)
H (-2.435, 2.725, 1.217)
H (-0.008, 4.974, -1.852)
H (0.899, 3.521, -1.334)
H (0.325, 3.333, -3.768)
H (-1.403, 3.539, -3.354)
H (1.640, 0.858, -0.835)
H (2.835, -0.977, -1.309)

- max |F| (Eh/bohr) = 0.01139
- SMILES = Cc1ccc(NC(=O)CSc2ccc3c(c2)OCCO3)c(O)c1
- HOMO (eV) = -8.060
- ΔE to the lowest compared entry with this formula, charge and spin (eV) = 0.499
- gap between HOMO and LUMO (eV) = 8.48

Mulliken atomic charge list, values in e, 2 entries: C -1.4279; C 0.4990

=====

12.
Here is a structure of composition C3H5NO2 at a distorted geometry from OMol25. Energies are from ωB97M-V/def2-TZVPD.

Cartesian coordinates (Å):
O (0.140, -0.658, 1.478)
C (-0.298, 0.361, 0.599)
C (1.119, 0.501, 0.661)
N (-0.538, 0.578, -1.699)
C (-0.698, -0.228, -0.724)
O (-0.957, -1.500, -0.525)
H (-0.434, -1.558, 0.602)
H (-0.947, 1.078, 1.079)
H (1.612, 1.367, 1.117)
H (1.735, -0.115, 0.022)
H (-0.735, 0.175, -2.609)

- max |F| (Eh/bohr) = 0.05158
- HOMO (eV) = -9.835
- ΔE to the lowest compared entry with this formula, charge and spin (eV) = 3.879
- gap between HOMO and LUMO (eV) = 10.03

Mulliken atomic charge list, values in e, 2 entries: O -0.5046; C 0.2593